1.
{"formula": "C42H36N8O5P2PbS3", "method": "ωB97M-V/def2-TZVPD", "gap_ev": 5.86, "multiplicity": 1, "total_charge": -2, "elements": ["Pb", "C", "N", "C", "C", "N", "C", "P", "C", "N", "C", "C", "N", "C", "C", "N", "C", "C", "N", "C", "H", "H", "H", "H", "H", "H", "H", "H", "H", "H", "H", "H", "H", "H", "H", "O", "C", "O", "C", "C", "C", "C", "C", "C", "P", "C", "C", "C", "C", "C", "C", "C", "C", "C", "C", "C", "C", "H", "H", "H", "H", "H", "H", "H", "H", "H", "H", "H", "H", "H", "H", "O", "C", "N", "C", "O", "C", "C", "C", "C", "C", "C", "H", "H", "H", "H", "S", "C", "N", "C", "O", "C", "S", "S", "H", "H", "H"], "coordinates": [[1.273, -0.277, -0.110], [-1.813, -0.880, 5.128], [-1.474, -0.339, 3.847], [-1.325, 0.992, 3.587], [-0.994, 1.091, 2.266], [-0.935, -0.141, 1.723], [-1.199, -0.996, 2.682], [-1.297, -2.801, 2.462], [-1.369, -2.829, 0.646], [-0.780, -2.029, -0.210], [-1.147, -2.429, -1.443], [-1.982, -3.507, -1.342], [-2.120, -3.759, -0.007], [-2.815, -4.861, 0.594], [0.451, -3.286, 2.551], [1.087, -3.757, 1.502], [2.348, -4.006, 1.916], [2.466, -3.721, 3.247], [1.237, -3.296, 3.659], [0.871, -2.961, 5.002], [-2.612, -0.284, 5.577], [-0.945, -0.859, 5.793], [-2.155, -1.909, 5.008], [-1.449, 1.732, 4.353], [-0.767, 1.951, 1.672], [-0.798, -1.907, -2.313], [-2.467, -4.108, -2.086], [-3.159, -5.540, -0.185], [-3.677, -4.517, 1.173], [-2.138, -5.399, 1.262], [3.090, -4.350, 1.227], [3.299, -3.759, 3.921], [1.541, -3.476, 5.692], [-0.157, -3.282, 5.194], [0.972, -1.883, 5.170], [-0.449, -0.150, -4.451], [-0.826, 0.610, -3.564], [-0.441, 0.646, -2.357], [-1.896, 1.645, -3.869], [-2.285, 1.910, -5.173], [-3.284, 2.832, -5.425], [-3.879, 3.494, -4.361], [-3.477, 3.244, -3.062], [-2.485, 2.306, -2.792], [-1.869, 1.890, -1.108], [-3.262, 2.667, -0.125], [-4.557, 2.213, -0.380], [-5.622, 2.582, 0.419], [-5.413, 3.377, 1.534], [-4.124, 3.774, 1.847], [-3.064, 3.417, 1.035], [-0.648, 3.355, -1.014], [0.705, 3.168, -1.707], [1.124, 4.170, -2.704], [0.365, 5.229, -3.000], [-0.884, 5.459, -2.309], [-1.337, 4.633, -1.361], [-1.787, 1.379, -5.972], [-3.604, 3.042, -6.440], [-4.669, 4.211, -4.548], [-3.961, 3.779, -2.259], [-4.727, 1.575, -1.240], [-6.623, 2.243, 0.179], [-6.244, 3.679, 2.161], [-3.947, 4.363, 2.739], [-2.067, 3.734, 1.299], [0.852, 2.160, -2.090], [2.072, 3.991, -3.192], [0.670, 5.952, -3.745], [-1.449, 6.347, -2.578], [-2.251, 4.854, -0.832], [-0.029, 3.359, 0.283], [1.304, 3.216, -0.266], [2.020, 2.044, 0.092], [3.244, 2.325, 0.554], [4.125, 1.533, 0.851], [3.383, 3.826, 0.607], [4.410, 4.636, 1.046], [4.226, 6.011, 0.989], [3.033, 6.548, 0.522], [2.001, 5.730, 0.077], [2.200, 4.366, 0.111], [5.325, 4.195, 1.420], [5.015, 6.676, 1.319], [2.912, 7.625, 0.501], [1.071, 6.151, -0.279], [2.045, 0.229, 4.761], [1.949, -0.111, 3.204], [1.817, -0.405, 2.083], [4.731, -0.155, -3.499], [3.897, -0.642, -2.475], [4.164, -1.835, -1.928], [5.317, -2.861, -2.531], [3.212, -2.222, -0.585], [4.106, 0.398, -4.199], [5.231, -0.990, -4.001], [5.486, 0.513, -3.074]], "atomic_forces_ev_per_a": [[-0.45, 0.29, -1.19], [-0.06, -0.14, 0.40], [0.00, 0.15, -0.24], [-0.02, 0.23, -0.06], [-0.18, 0.23, 0.44], [0.02, -0.25, -0.05], [-0.26, -0.21, -0.19], [0.10, 0.22, 0.01], [-0.33, -0.09, 0.10], [-0.08, -0.25, 0.41], [-0.22, -0.25, -0.26], [0.04, -0.03, -0.24], [0.13, 0.25, -0.06], [-0.23, -0.28, 0.26], [-0.21, -0.29, 0.06], [-0.38, 0.29, -0.26], [0.41, -0.25, 0.45], [0.26, -0.22, -0.12], [-0.04, -0.10, -0.45], [-0.19, 0.34, 0.47], [0.04, -0.11, -0.06], [-0.05, -0.02, -0.02], [0.00, 0.09, 0.05], [0.00, 0.09, 0.12], [0.08, 0.29, 0.01], [0.07, 0.07, -0.30], [-0.08, -0.10, -0.09], [0.04, 0.06, 0.02], [0.08, -0.06, -0.06], [-0.11, -0.05, -0.07], [0.26, -0.07, -0.09], [0.14, 0.01, 0.11], [-0.08, -0.03, -0.03], [0.09, -0.04, 0.01], [-0.07, -0.26, 0.02], [0.05, -0.28, -0.37], [-0.09, 0.15, -0.16], [0.28, -0.24, -0.24], [0.11, -0.10, 0.16], [-0.01, -0.02, -0.12], [0.01, 0.02, -0.09], [-0.15, 0.10, -0.06], [-0.18, 0.05, -0.09], [-0.09, -0.19, -0.12], [-0.26, 0.32, 0.42], [0.11, -0.21, 0.04], [0.01, 0.04, -0.06], [-0.25, -0.08, 0.01], [-0.09, 0.09, 0.17], [-0.14, 0.08, 0.20], [0.05, 0.06, -0.14], [-0.39, -0.29, -0.42], [-0.02, -0.26, 0.14], [-0.07, 0.27, -0.19], [0.52, -0.26, -0.25], [-0.37, 0.02, 0.38], [0.13, 0.43, 0.08], [0.02, -0.10, -0.01], [0.04, -0.02, -0.02], [0.00, 0.06, 0.01], [0.03, 0.01, 0.02], [-0.05, -0.02, -0.01], [-0.02, -0.02, -0.03], [-0.03, -0.03, 0.01], [0.04, 0.04, 0.01], [0.11, 0.10, 0.03], [-0.02, 0.15, -0.04], [0.08, 0.10, -0.10], [0.12, -0.01, -0.09], [-0.06, -0.03, 0.10], [-0.11, 0.10, -0.04], [-0.12, 0.11, 0.56], [0.71, 0.07, -0.44], [-0.37, 0.13, 0.15], [0.14, 0.26, 0.03], [0.30, -0.13, 0.14], [-0.29, 0.37, -0.18], [0.04, -0.21, -0.05], [0.10, 0.08, 0.07], [-0.03, 0.19, -0.06], [-0.04, -0.02, -0.02], [0.43, -0.11, 0.36], [0.03, -0.02, 0.02], [0.02, 0.03, 0.03], [-0.02, 0.01, 0.00], [-0.08, 0.01, -0.02], [0.32, 0.68, 1.70], [-0.27, -0.51, -1.61], [0.67, -0.11, 1.16], [0.33, 0.08, -0.50], [-0.26, 0.24, 0.20], [-0.28, -0.02, 0.24], [0.59, -0.52, -0.22], [0.31, -0.38, 0.11], [-0.08, 0.02, 0.08], [-0.10, 0.28, -0.01], [-0.05, -0.05, 0.03]]}



2.
{"formula": "C42H37BIIrN7O3", "method": "ωB97M-V/def2-TZVPD", "gap_ev": [6.29, 3.75], "multiplicity": 6, "total_charge": 2, "elements": ["Ir", "C", "C", "C", "C", "N", "N", "B", "N", "N", "C", "C", "C", "C", "C", "C", "C", "C", "C", "C", "N", "N", "C", "C", "C", "C", "C", "C", "C", "C", "C", "C", "C", "C", "C", "C", "C", "C", "H", "H", "H", "H", "H", "H", "H", "H", "H", "H", "H", "H", "H", "H", "H", "H", "H", "H", "H", "H", "H", "H", "H", "H", "H", "H", "H", "H", "O", "C", "C", "C", "C", "C", "C", "C", "O", "O", "H", "H", "H", "H", "H", "I", "C", "C", "C", "C", "C", "N", "H", "H", "H", "H"], "coordinates": [[0.479, 0.051, -0.549], [-0.934, 3.311, 3.715], [-1.295, 2.507, 2.508], [-2.547, 2.231, 1.983], [-2.323, 1.517, 0.800], [-1.005, 1.312, 0.663], [-0.378, 1.945, 1.698], [1.118, 2.336, 1.510], [2.071, 1.139, 1.713], [2.213, 0.249, 0.689], [3.247, -0.573, 0.992], [3.763, -0.186, 2.223], [3.001, 0.898, 2.648], [3.147, 1.724, 3.881], [3.716, -1.620, 0.081], [4.392, -2.724, 0.582], [4.815, -3.732, -0.270], [4.567, -3.643, -1.630], [3.903, -2.537, -2.141], [3.484, -1.531, -1.289], [1.275, 2.814, 0.023], [0.960, 2.024, -1.061], [1.192, 2.750, -2.185], [1.656, 3.998, -1.808], [1.686, 4.009, -0.418], [2.094, 5.122, 0.486], [0.966, 2.261, -3.556], [0.215, 1.121, -3.816], [-0.001, 0.681, -5.111], [0.536, 1.388, -6.174], [1.284, 2.530, -5.931], [1.497, 2.965, -4.633], [-3.302, 1.134, -0.236], [-4.626, 0.872, 0.111], [-5.543, 0.497, -0.861], [-5.149, 0.393, -2.189], [-3.838, 0.678, -2.545], [-2.921, 1.047, -1.573], [-1.834, 3.562, 4.272], [-0.436, 4.242, 3.437], [-0.260, 2.760, 4.376], [-3.497, 2.581, 2.362], [1.408, 3.211, 2.269], [4.613, -0.609, 2.736], [3.923, 1.303, 4.515], [2.216, 1.760, 4.450], [3.425, 2.750, 3.636], [4.570, -2.809, 1.648], [5.333, -4.595, 0.130], [4.901, -4.430, -2.295], [3.728, -2.455, -3.207], [3.016, -0.641, -1.702], [1.916, 4.821, -2.453], [2.400, 5.978, -0.111], [2.929, 4.827, 1.123], [1.270, 5.429, 1.132], [-0.249, 0.586, -2.993], [-0.601, -0.201, -5.297], [0.365, 1.055, -7.190], [1.706, 3.088, -6.758], [2.097, 3.851, -4.464], [-4.941, 0.957, 1.147], [-6.571, 0.293, -0.583], [-5.870, 0.112, -2.949], [-3.535, 0.636, -3.584], [-1.909, 1.313, -1.856], [-0.189, -5.413, 2.114], [-0.730, -4.226, 2.396], [-1.557, -4.065, 3.522], [-2.155, -2.849, 3.886], [-2.014, -1.783, 3.066], [-1.248, -1.895, 1.840], [-0.451, -3.102, 1.627], [0.658, -3.070, 0.573], [1.349, -4.034, 0.388], [0.791, -1.925, -0.044], [-0.384, -6.068, 2.794], [-1.707, -4.927, 4.170], [-2.734, -2.786, 4.799], [-2.507, -0.834, 3.270], [-0.617, -1.008, 1.737], [-0.541, -2.437, -3.214], [-1.799, -2.456, -1.547], [-2.746, -3.518, -1.497], [-3.576, -3.636, -0.375], [-3.387, -2.786, 0.663], [-2.358, -1.721, 0.604], [-1.658, -1.544, -0.642], [-2.826, -4.206, -2.328], [-4.339, -4.405, -0.342], [-3.974, -2.860, 1.573], [-2.831, -0.777, 0.849]], "atomic_forces_ev_per_a": [[1.55, 0.43, 1.59], [0.02, -0.04, -0.03], [-0.12, 0.05, 0.03], [-0.13, 0.12, 0.10], [0.09, 0.06, -0.21], [0.29, -0.28, 0.06], [0.10, -0.11, -0.21], [-0.10, -0.08, -0.12], [-0.23, 0.10, -0.28], [-1.00, -0.03, -0.36], [-0.22, -0.02, -0.46], [-0.06, 0.07, 0.16], [0.09, -0.07, -0.07], [-0.05, 0.05, -0.06], [-0.12, 0.03, 0.00], [0.06, -0.15, 0.14], [0.03, -0.04, 0.09], [0.02, -0.06, -0.05], [-0.04, 0.06, -0.05], [0.06, 0.15, -0.19], [-0.16, -0.15, 0.05], [-0.29, -1.29, 0.49], [-0.03, -0.30, -0.22], [-0.02, 0.21, 0.09], [0.10, 0.03, -0.03], [-0.03, -0.03, -0.02], [-0.02, -0.06, 0.22], [-0.14, -0.01, 0.10], [-0.01, -0.01, 0.05], [0.01, 0.01, -0.09], [0.06, 0.10, 0.00], [0.16, 0.09, -0.13], [0.08, 0.05, 0.06], [-0.12, -0.03, 0.04], [-0.03, 0.00, 0.09], [-0.04, -0.02, -0.04], [0.06, 0.03, -0.02], [0.01, 0.07, -0.01], [0.02, -0.01, -0.01], [-0.03, -0.04, -0.01], [-0.05, 0.03, -0.05], [0.15, -0.03, -0.05], [-0.05, -0.06, -0.11], [-0.06, 0.06, -0.11], [0.00, -0.01, 0.00], [0.05, -0.02, -0.03], [0.00, -0.04, 0.00], [0.00, -0.01, -0.05], [-0.01, 0.05, 0.00], [-0.02, 0.04, 0.03], [0.01, 0.02, 0.05], [-0.01, -0.03, -0.01], [-0.04, -0.07, 0.05], [0.00, -0.01, 0.01], [-0.02, 0.00, -0.03], [0.03, -0.03, -0.04], [-0.01, -0.06, -0.06], [0.00, 0.04, 0.03], [0.01, 0.02, 0.02], [-0.02, -0.03, 0.05], [-0.02, -0.05, -0.01], [0.02, -0.02, -0.08], [0.07, 0.03, -0.02], [0.05, 0.02, 0.06], [0.00, -0.01, 0.03], [-0.04, 0.04, -0.01], [-0.51, 2.09, -0.17], [0.44, -2.39, 0.56], [-0.73, -0.64, 1.74], [0.22, -1.15, 0.29], [-0.36, 0.65, 0.51], [-0.91, 1.12, -2.18], [1.20, 0.80, -1.84], [-0.43, 1.34, 0.34], [0.09, -0.50, -0.10], [0.06, 0.17, -0.15], [-0.21, -0.27, 0.33], [-0.02, 0.07, -0.15], [0.01, -0.08, -0.07], [0.20, -0.08, 0.05], [0.08, 0.02, -0.13], [-0.06, 0.10, 0.15], [-0.03, 0.11, -0.07], [0.01, -0.12, -0.22], [-0.03, -0.08, 0.08], [-0.01, -0.21, 0.17], [0.83, 0.12, 0.87], [0.34, -0.07, -0.40], [0.05, 0.06, 0.04], [0.05, 0.05, 0.00], [-0.04, 0.03, -0.14], [-0.09, 0.17, 0.14]]}



3.
{"formula": "C42H37BN9O2S3V", "method": "ωB97M-V/def2-TZVPD", "gap_ev": [6.21, 6.26], "multiplicity": 3, "total_charge": 0, "elements": ["V", "C", "C", "N", "C", "C", "C", "C", "C", "C", "C", "N", "C", "C", "C", "C", "C", "C", "C", "C", "N", "C", "H", "H", "H", "H", "H", "H", "H", "H", "H", "H", "H", "H", "C", "N", "C", "C", "N", "B", "N", "C", "C", "N", "C", "C", "S", "C", "S", "H", "H", "H", "H", "H", "H", "H", "H", "H", "H", "H", "H", "C", "C", "C", "C", "C", "C", "C", "S", "O", "O", "N", "C", "C", "C", "C", "C", "C", "C", "C", "N", "C", "H", "H", "H", "H", "H", "H", "H", "H", "H", "H", "H", "H", "H"], "coordinates": [[-0.766, 0.162, 0.273], [1.951, -2.139, 2.915], [1.437, -1.461, 1.840], [0.342, -0.774, 1.888], [-0.349, -0.706, 3.053], [0.170, -1.175, 4.285], [1.383, -2.002, 4.168], [-0.552, -0.985, 5.469], [-1.793, -0.331, 5.402], [-2.301, 0.124, 4.195], [-1.581, -0.089, 3.029], [-2.080, 0.042, 1.740], [-3.173, -0.685, 1.428], [-4.469, -0.492, 1.753], [-5.475, -1.481, 1.525], [-5.246, -2.588, 0.746], [-3.941, -2.720, 0.258], [-3.497, -3.878, -0.523], [-2.216, -3.964, -0.960], [-1.332, -2.871, -0.666], [-1.659, -1.841, 0.039], [-2.961, -1.785, 0.572], [2.801, -2.805, 2.766], [2.045, -1.595, 0.977], [1.848, -2.436, 5.033], [-0.165, -1.415, 6.402], [-2.439, -0.183, 6.266], [-3.275, 0.627, 4.111], [-4.767, 0.266, 2.501], [-6.444, -1.224, 1.964], [-6.024, -3.350, 0.614], [-4.258, -4.617, -0.774], [-1.913, -4.889, -1.488], [-0.326, -2.921, -1.089], [0.377, 2.547, -2.977], [0.397, 1.174, -3.464], [0.297, 0.932, -4.786], [0.578, -0.415, -4.956], [0.974, -0.897, -3.756], [1.405, -2.345, -3.561], [2.780, -2.282, -2.890], [3.682, -1.398, -3.364], [4.623, -1.224, -2.412], [4.268, -1.991, -1.314], [5.068, -1.968, -0.095], [3.116, -2.668, -1.587], [2.363, -3.654, -0.404], [0.774, 0.014, -2.813], [1.308, -0.177, -1.124], [-0.615, 2.891, -3.225], [1.132, 3.113, -3.578], [0.549, 2.495, -1.901], [0.031, 1.755, -5.432], [0.766, -1.099, -5.771], [0.616, -2.923, -2.881], [1.457, -2.885, -4.620], [3.584, -0.850, -4.287], [5.527, -0.627, -2.498], [4.467, -1.463, 0.685], [5.972, -1.436, -0.293], [5.173, -2.942, 0.262], [5.216, 0.938, 2.472], [3.754, 1.319, 2.316], [2.820, 1.218, 3.324], [1.559, 1.737, 3.158], [1.323, 2.375, 1.958], [2.198, 2.451, 0.890], [3.440, 1.965, 1.124], [-0.258, 3.125, 1.730], [0.048, 4.490, 1.244], [-0.988, 2.931, 2.943], [-0.872, 2.232, 0.539], [-1.815, 2.857, -0.287], [-2.242, 4.210, -0.277], [-3.073, 4.671, -1.294], [-3.464, 3.947, -2.362], [-3.068, 2.601, -2.445], [-3.253, 1.872, -3.610], [-2.994, 0.522, -3.639], [-2.443, -0.014, -2.425], [-2.064, 0.665, -1.341], [-2.356, 2.018, -1.363], [5.704, 1.831, 2.702], [5.631, 0.562, 1.588], [5.340, 0.237, 3.261], [3.056, 0.674, 4.222], [0.798, 1.665, 3.899], [1.936, 2.943, -0.004], [4.226, 2.014, 0.413], [-1.904, 4.873, 0.499], [-3.314, 5.710, -1.161], [-3.835, 4.571, -3.154], [-3.580, 2.421, -4.535], [-3.065, -0.093, -4.479], [-2.110, -1.032, -2.579]], "atomic_forces_ev_per_a": [[0.06, -0.56, 0.63], [0.28, -1.13, 2.86], [0.45, -0.01, -0.29], [-0.41, 0.55, -1.04], [1.32, -0.06, 1.76], [1.50, -1.37, -0.63], [-0.90, 1.36, -1.08], [-1.01, 0.25, 0.47], [0.73, -0.38, 0.64], [-0.15, 0.22, -1.01], [-1.55, 0.04, -0.02], [0.90, 1.33, -0.45], [-1.14, -0.77, -1.18], [-1.90, -0.16, 2.38], [-0.12, 0.97, -0.33], [-0.60, 0.36, 0.89], [0.91, -1.80, -1.15], [-0.84, 1.17, 0.42], [-0.25, -0.36, 0.24], [0.74, -1.38, -1.03], [-1.19, 0.25, 0.47], [1.37, -0.08, -0.79], [-0.13, 0.32, -0.01], [-0.29, 0.47, -1.12], [-0.06, -0.22, 0.33], [-0.27, 0.31, -0.39], [0.48, -0.14, 0.11], [0.57, -0.33, 0.25], [0.37, -0.07, -0.81], [0.21, -0.52, -0.26], [0.49, 0.31, -0.16], [0.31, -0.01, 0.12], [0.21, 1.01, 0.23], [-0.10, 0.22, 0.27], [0.33, -0.54, -0.42], [0.75, -0.81, 1.17], [-0.25, -1.48, -1.06], [0.72, 1.32, -0.75], [-1.50, 0.12, 0.47], [-0.05, -1.41, 0.58], [-0.86, -1.21, 1.72], [1.24, 0.47, 0.64], [0.41, 0.51, -0.41], [0.78, 0.34, -0.97], [-2.35, 1.00, -0.01], [0.20, 0.61, -0.47], [0.18, 0.02, -0.93], [1.09, 1.30, 0.72], [-1.38, 0.69, -0.94], [-0.18, 0.67, 0.29], [-0.46, -0.27, 0.94], [0.08, 0.48, -0.16], [-0.02, -0.38, -0.23], [-0.48, 0.54, -0.36], [-0.13, -0.09, 0.24], [0.11, 0.05, -0.56], [-0.06, -0.35, -0.13], [-0.26, -0.22, 0.42], [0.42, 0.10, -0.25], [0.61, 0.13, -0.02], [0.66, -1.65, 0.42], [-2.14, -0.21, 0.65], [0.98, 0.24, -0.36], [0.31, -0.69, 0.33], [0.59, 0.48, -0.85], [-1.69, 0.05, -0.24], [0.03, 0.06, 1.33], [0.52, -0.81, 0.32], [1.85, 1.55, -0.49], [-0.72, -1.70, 0.84], [-0.62, 0.36, 0.47], [-0.62, 0.18, -1.21], [-0.56, 0.18, -0.92], [0.45, -2.25, 0.31], [0.43, 0.66, 1.32], [0.60, 0.77, -0.21], [0.13, 0.51, 0.67], [-0.70, -0.61, -2.04], [0.71, 1.62, 3.00], [0.61, -0.12, -1.13], [-0.53, 0.89, -1.56], [0.15, 0.35, 0.94], [1.16, 1.38, 0.57], [0.51, -0.65, -1.37], [0.29, -0.62, 0.74], [0.17, -0.04, 0.30], [-0.40, 0.08, 0.41], [-0.33, 0.47, -0.87], [0.42, 0.17, -0.82], [-0.05, 0.06, -0.04], [-0.36, 0.37, -0.49], [-0.63, -0.66, -0.65], [0.12, -0.64, 1.06], [-0.23, -0.79, -1.13], [-0.04, -0.33, 0.91]]}



E_tot list, top to bottom, in a.u.: -4506.56789 -2657.94908 -4429.53701
Energy relative to the best compared isomer or geometry (same formula, charge and spin) list, top to bottom, in kJ/mol: 355.6 289.1 124.4
Max |F| list, top to bottom, in eV/A: 1.86 2.61 3.48